71
Properties=species:S:1:pos:R:3 method="wB97M-V/def2-TZVPD" gap_ev=9.98 fmax_ha_per_bohr=0.0589 lumo_ha=0.020 relative_energy_kcal_mol=15.3 e_tot_ha=-2908.89024 smiles=ClC(Cl)Cl.c1ccncc1.c1ccncc1.c1ccncc1.c1ccncc1.c1ccncc1.c1ccncc1 e_homo_ev=-9.44
Cl -0.27 1.15 -0.68
C -1.20 0.46 0.70
Cl -1.06 -1.29 0.77
Cl -2.87 1.07 0.78
H -0.68 0.96 1.53
C 0.92 -3.32 3.72
C 1.87 -2.47 3.15
C 1.64 -1.10 3.28
N 0.47 -0.63 3.77
C -0.40 -1.46 4.33
C -0.23 -2.83 4.28
H 1.06 -4.39 3.73
H 2.76 -2.83 2.65
H 2.26 -0.39 2.75
H -1.29 -0.97 4.69
H -0.93 -3.55 4.68
C 1.63 2.68 -3.53
C 2.83 2.82 -4.22
C 2.78 3.14 -5.61
N 1.63 3.18 -6.34
C 0.46 3.12 -5.64
C 0.45 2.74 -4.25
H 1.62 2.52 -2.46
H 3.76 2.80 -3.68
H 3.69 3.36 -6.15
H -0.44 3.16 -6.23
H -0.46 2.63 -3.68
C 2.05 -1.14 -3.08
C 3.38 -0.93 -3.35
C 4.30 -0.82 -2.30
N 3.99 -1.16 -1.01
C 2.72 -1.48 -0.79
C 1.71 -1.45 -1.74
H 1.34 -1.15 -3.89
H 3.71 -0.72 -4.35
H 5.32 -0.51 -2.45
H 2.47 -1.76 0.22
H 0.68 -1.63 -1.47
C 1.83 5.07 4.66
C 2.44 5.11 3.43
C 2.10 4.15 2.47
N 1.32 3.10 2.79
C 0.73 3.00 4.02
C 0.92 4.01 4.93
H 1.92 5.88 5.37
H 3.13 5.88 3.12
H 2.60 4.15 1.51
H 0.00 2.21 4.13
H 0.29 4.02 5.81
C -7.12 0.75 -0.82
C -6.42 1.93 -0.55
C -7.04 3.08 -0.15
N -8.40 3.16 -0.11
C -9.10 2.04 -0.44
C -8.48 0.80 -0.75
H -6.77 -0.21 -1.15
H -5.34 1.87 -0.57
H -6.45 3.95 0.10
H -10.16 2.21 -0.57
H -9.03 -0.03 -1.16
C 2.47 -6.03 0.09
C 1.69 -4.98 0.53
C 0.43 -4.77 0.01
N -0.09 -5.55 -0.94
C 0.72 -6.52 -1.47
C 1.95 -6.77 -0.97
H 3.49 -6.26 0.37
H 2.15 -4.24 1.18
H -0.12 -3.89 0.33
H 0.22 -7.23 -2.11
H 2.46 -7.68 -1.24


73
Properties=species:S:1:pos:R:3 method="wB97M-V/def2-TZVPD" s2=0.93 gap_ev="4.39 / 5.53" fmax_ha_per_bohr=0.0719 lumo_ha="0.038 / 0.039" total_charge=-1 e_tot_ha=-3868.44694 e_homo_ev="-3.37 / -4.46" multiplicity=2
Ru 0.54 -0.97 0.40
N -0.06 2.87 -0.77
C -0.43 2.02 0.22
O -1.50 1.42 0.18
C 0.49 1.94 1.42
C 0.52 0.50 1.95
H -0.59 2.82 -1.63
H 0.89 3.18 -0.83
H 0.08 2.61 2.18
H 1.49 2.29 1.15
H -0.39 0.33 2.54
H 1.38 0.39 2.62
S -0.15 -2.59 2.00
S 1.34 -3.58 2.74
S 2.36 -4.10 -0.45
S 1.00 -2.88 -1.08
Cl 6.36 3.70 0.10
C 4.99 2.67 -0.20
C 4.13 2.97 -1.25
C 3.03 2.17 -1.46
C 2.74 1.03 -0.66
O 1.66 0.38 -0.90
C 3.70 0.70 0.36
C 3.56 -0.47 1.17
O 2.72 -1.37 1.03
C 4.79 1.56 0.59
H 4.31 3.82 -1.87
H 2.35 2.39 -2.27
H 4.27 -0.55 2.02
H 5.49 1.31 1.37
C -3.01 -1.69 -4.52
C -3.42 -2.69 -3.48
C -4.26 -3.72 -3.87
C -4.70 -4.68 -2.98
C -4.29 -4.62 -1.66
C -3.44 -3.61 -1.27
C -3.00 -2.63 -2.15
Sb -1.94 -1.01 -1.05
C -3.94 -0.50 -0.35
C -4.91 -0.25 -1.31
C -6.20 0.13 -0.94
C -6.52 0.25 0.40
C -5.57 -0.05 1.36
C -4.28 -0.44 1.00
C -3.30 -0.81 2.07
C -1.77 0.48 -2.61
C -2.65 1.55 -2.61
C -2.54 2.57 -3.54
C -1.53 2.52 -4.49
C -0.63 1.47 -4.48
C -0.73 0.44 -3.54
C 0.29 -0.65 -3.53
H -3.50 -1.91 -5.47
H -1.93 -1.71 -4.69
H -3.28 -0.68 -4.23
H -4.58 -3.77 -4.91
H -5.38 -5.46 -3.31
H -4.63 -5.36 -0.95
H -3.10 -3.57 -0.24
H -4.68 -0.37 -2.35
H -6.93 0.32 -1.71
H -7.51 0.57 0.70
H -5.84 0.01 2.41
H -3.70 -0.60 3.06
H -2.37 -0.26 1.93
H -3.06 -1.88 2.00
H -3.43 1.59 -1.87
H -3.25 3.39 -3.53
H -1.44 3.30 -5.23
H 0.16 1.44 -5.21
H 0.88 -0.64 -4.45
H -0.15 -1.63 -3.40
H 0.97 -0.48 -2.69


77
Properties=species:S:1:pos:R:3 method="wB97M-V/def2-TZVPD" gap_ev=8.11 fmax_ha_per_bohr=0.0114 lumo_ha=0.079 total_charge=-1 relative_energy_kcal_mol=4.0 e_tot_ha=-4918.27335 e_homo_ev=-5.97
Cs -0.21 0.17 -1.42
N -0.57 -0.04 3.31
N 0.67 0.23 2.68
C 0.99 -0.34 1.44
O 1.86 0.24 0.76
O 0.37 -1.40 1.11
H -0.55 -1.02 3.55
H -1.33 0.08 2.64
H 0.94 1.20 2.75
O 0.91 2.84 -2.34
C -0.28 3.63 -2.16
C -1.58 2.77 -2.51
O -2.62 3.16 -1.97
O -1.43 1.81 -3.30
C -0.37 4.11 -0.71
C 0.36 3.52 0.32
C 0.24 3.99 1.62
C -0.61 5.05 1.91
C -1.35 5.63 0.89
C -1.23 5.16 -0.41
C -0.18 4.81 -3.13
C -0.84 4.79 -4.36
C -0.66 5.81 -5.27
C 0.18 6.88 -4.98
C 0.85 6.90 -3.76
C 0.66 5.88 -2.85
H 1.65 3.42 -2.13
H 1.01 2.66 0.16
H 0.81 3.53 2.41
H -0.70 5.41 2.93
H -2.03 6.44 1.11
H -1.83 5.60 -1.20
H -1.49 3.95 -4.60
H -1.19 5.78 -6.22
H 0.32 7.68 -5.70
H 1.51 7.73 -3.52
H 1.17 5.92 -1.89
C 3.65 -2.22 2.22
C 4.10 -3.14 1.08
C 3.21 -3.05 -0.17
N 1.85 -3.44 0.15
C 1.21 -4.45 -0.42
S 1.74 -5.47 -1.62
N -0.10 -4.65 0.06
C -0.65 -4.49 1.32
O -1.86 -4.46 1.44
C 0.25 -4.49 2.51
C -0.13 -3.74 3.61
C 0.65 -3.74 4.76
C 1.78 -4.54 4.83
C 2.14 -5.33 3.75
C 1.38 -5.30 2.58
H 4.34 -2.29 3.06
H 2.66 -2.51 2.59
H 3.60 -1.19 1.88
H 4.12 -4.18 1.41
H 5.12 -2.88 0.78
H 3.58 -3.72 -0.94
H 3.20 -2.03 -0.54
H 1.28 -2.72 0.63
H -0.74 -5.03 -0.62
H -1.04 -3.17 3.55
H 0.36 -3.12 5.60
H 2.39 -4.54 5.73
H 3.02 -5.96 3.80
H 1.67 -5.91 1.74
Br -5.69 -1.10 -4.35
C -4.71 -1.60 -2.82
C -5.21 -2.56 -1.96
C -4.46 -2.90 -0.84
C -3.24 -2.27 -0.65
N -2.76 -1.35 -1.49
C -3.48 -1.01 -2.55
H -6.16 -3.04 -2.16
H -4.80 -3.65 -0.14
H -2.62 -2.52 0.20
H -3.08 -0.23 -3.19